86
Properties=species:S:1:pos:R:3:forces:R:3 method="wB97M-V/def2-TZVPD" homo_energy_ev="-10.01 / -10.78" s2=6.07 e_lumo_ev="-1.853 / -4.872" spin_multiplicity=5 homo_lumo_gap_ev="8.2 / 5.9" total_charge=+1
Pd -0.272 0.311 0.093 0.523 -0.416 0.022
O 1.954 -0.286 6.006 0.045 -0.051 -0.190
C 1.284 -0.305 4.845 0.110 -0.013 0.174
C -0.074 -0.020 4.729 -0.146 0.044 0.139
C -0.649 -0.057 3.479 -0.009 -0.005 -0.121
N 0.045 -0.337 2.368 -0.282 0.128 0.232
C 1.325 -0.605 2.518 0.027 -0.055 -0.084
Br 2.228 -0.920 0.866 -0.097 0.053 -0.005
C 2.009 -0.628 3.704 0.318 -0.071 -0.004
H 1.381 -0.034 6.735 -0.118 0.039 0.147
H -0.668 0.240 5.598 0.031 -0.052 -0.074
H -1.704 0.150 3.345 0.057 0.041 -0.009
H 3.064 -0.863 3.765 -0.084 0.040 -0.004
C 0.941 -4.161 -1.992 0.014 0.013 -0.011
C -0.285 -4.014 -1.088 -0.164 0.024 -0.222
C -0.760 -5.370 -0.554 0.013 -0.019 -0.009
C -1.424 -3.303 -1.798 0.160 0.276 0.263
C -1.934 -3.749 -2.991 -0.196 -0.011 -0.205
C -2.999 -3.088 -3.612 0.019 0.009 0.083
C -3.617 -1.990 -2.998 -0.018 -0.102 -0.251
C -3.184 -1.492 -1.798 -0.011 0.024 0.335
C -3.988 -0.437 -1.053 0.356 -0.085 0.225
C -3.229 0.870 -0.786 -0.640 -0.051 -0.266
C -4.542 -1.025 0.261 0.028 0.037 -0.129
C -1.995 -2.099 -1.219 0.056 -0.103 0.158
N -1.392 -1.527 -0.207 -0.378 -0.437 -0.480
H 1.771 -4.597 -1.429 -0.078 0.010 -0.062
H 1.260 -3.189 -2.379 -0.019 -0.071 0.007
H 0.732 -4.817 -2.844 0.039 0.074 0.095
H -0.004 -3.399 -0.236 0.063 0.106 0.151
H -1.055 -6.029 -1.377 0.035 0.057 0.102
H -1.617 -5.254 0.114 0.049 -0.021 -0.055
H 0.043 -5.860 0.005 -0.079 0.042 -0.081
H -1.508 -4.630 -3.458 -0.032 0.057 0.015
H -3.379 -3.454 -4.559 0.037 0.033 0.066
H -4.474 -1.526 -3.475 0.011 -0.074 0.026
H -4.834 -0.191 -1.694 -0.069 0.009 -0.054
H -2.297 0.671 -0.263 0.241 0.034 0.288
H -3.805 1.531 -0.139 0.006 0.010 -0.031
H -2.996 1.405 -1.701 0.080 0.007 -0.057
H -3.732 -1.203 0.973 -0.046 0.005 -0.030
H -5.054 -1.975 0.085 0.042 0.107 0.011
H -5.254 -0.330 0.715 0.098 -0.065 -0.059
C -1.961 1.299 -5.583 0.022 0.050 -0.098
C -0.976 2.462 -5.732 -0.125 -0.085 0.087
C -1.210 3.589 -4.728 0.175 -0.095 0.065
C -0.976 3.196 -3.268 0.297 0.100 -0.242
N 0.455 2.972 -2.972 -0.350 0.136 -0.065
C 1.064 1.803 -2.699 0.054 0.377 0.062
Se 0.207 0.147 -2.447 0.036 0.144 -0.115
N 2.382 2.043 -2.553 0.373 -0.191 -0.110
C 3.444 1.051 -2.326 0.024 0.210 -0.099
C 4.444 0.899 -3.481 -0.244 0.100 -0.096
C 3.966 0.049 -4.665 -0.144 0.109 0.040
C 2.929 0.719 -5.570 0.121 -0.030 -0.007
C 2.620 3.410 -2.688 0.231 -0.419 0.089
C 3.782 4.161 -2.561 0.191 0.036 0.058
C 3.662 5.528 -2.723 0.043 -0.002 0.008
C 2.421 6.128 -2.987 -0.053 0.005 0.007
C 1.267 5.375 -3.098 -0.087 0.136 0.010
C 1.401 3.998 -2.949 -0.545 -0.042 -0.095
H -1.878 0.612 -6.430 -0.018 0.064 0.094
H -2.994 1.668 -5.551 0.118 -0.047 -0.026
H -1.776 0.719 -4.677 -0.023 0.024 0.019
H -1.066 2.880 -6.735 0.045 -0.002 -0.016
H 0.053 2.096 -5.641 -0.031 -0.004 -0.037
H -2.244 3.938 -4.808 0.057 0.009 0.028
H -0.564 4.436 -4.976 -0.105 -0.009 0.000
H -1.498 2.279 -3.026 -0.023 -0.165 0.089
H -1.334 3.969 -2.596 0.032 0.058 0.120
H 2.951 0.105 -2.142 -0.137 -0.180 0.100
H 3.966 1.349 -1.415 -0.012 0.041 0.041
H 5.338 0.434 -3.056 -0.045 0.068 0.005
H 4.735 1.891 -3.843 0.072 -0.091 0.041
H 3.560 -0.897 -4.285 0.080 0.028 -0.042
H 4.842 -0.199 -5.267 -0.013 -0.054 0.018
H 1.981 0.875 -5.056 -0.041 0.031 0.028
H 2.719 0.095 -6.443 0.038 0.078 0.094
H 3.289 1.689 -5.932 -0.054 -0.098 0.057
H 4.737 3.704 -2.325 -0.107 0.055 -0.061
H 4.545 6.152 -2.632 -0.113 -0.068 -0.005
H 2.363 7.206 -3.091 0.012 -0.127 0.008
H 0.301 5.839 -3.267 0.143 -0.061 0.002
Se 0.635 2.526 0.772 0.106 0.294 -0.128
C -0.871 3.386 0.182 -0.331 0.260 -0.073
N -1.830 3.923 -0.187 0.339 -0.223 0.096



35
Properties=species:S:1:pos:R:3:forces:R:3 method="wB97M-V/def2-TZVPD" homo_energy_ev=1.11 de_lowest_kcal_mol=0.0 e_lumo_ev=4.696 homo_lumo_gap_ev=3.6 total_charge=-2
C -0.995 1.252 -4.053 0.708 0.655 0.015
C 0.388 1.015 -4.299 -0.310 0.991 0.328
C 1.141 1.582 -3.213 -0.891 0.581 -0.561
C 0.197 2.208 -2.308 -0.191 0.036 -1.167
C -1.120 1.994 -2.841 0.698 0.089 -0.458
Zn 0.177 0.001 -1.845 -0.632 -2.265 -0.755
N -1.313 -1.465 -1.769 -3.040 0.726 1.326
C -0.609 -2.702 -1.898 2.033 1.790 -0.673
C 0.672 -1.978 -2.406 1.520 -0.717 -0.246
H 2.225 1.713 -3.175 -0.392 -0.286 0.116
H 0.810 0.574 -5.204 -0.145 -0.154 0.479
H 0.463 2.884 -1.495 -0.117 -0.519 -0.073
H -2.040 2.421 -2.436 0.285 -0.379 -0.011
H -1.816 0.969 -4.715 0.268 -0.097 0.363
H 0.761 -1.957 -3.494 0.277 -0.261 -0.103
H -1.033 -3.398 -2.648 0.050 -0.152 0.069
H -1.989 -1.543 -1.010 -0.753 0.130 0.174
H 1.605 -2.194 -1.888 0.429 -0.697 -0.202
H -0.403 -3.272 -0.964 -0.134 0.114 -0.134
O 1.995 2.709 3.649 0.316 0.072 0.175
S 2.164 1.355 3.185 -1.734 -1.051 -2.392
O 3.322 0.615 3.611 0.338 0.202 0.266
N 1.910 1.222 1.559 0.974 0.723 0.441
C 0.799 0.579 1.210 0.038 0.368 -1.570
O 0.335 0.468 0.039 0.855 0.320 3.315
C 0.078 0.028 2.389 -0.989 -0.362 0.327
C -1.110 -0.718 2.419 0.445 0.229 0.049
C -1.640 -1.060 3.665 0.255 0.129 0.133
C -1.002 -0.658 4.853 0.327 0.206 -0.164
C 0.186 0.094 4.807 -0.429 -0.289 -0.404
C 0.694 0.418 3.554 -0.265 -0.271 1.433
H -1.570 -1.009 1.475 0.080 0.056 0.186
H -2.559 -1.645 3.725 0.225 0.145 -0.033
H -1.430 -0.929 5.820 0.078 0.047 -0.245
H 0.710 0.425 5.699 -0.178 -0.106 -0.004



86
Properties=species:S:1:pos:R:3:forces:R:3 method="wB97M-V/def2-TZVPD" homo_energy_ev=-5.26 de_lowest_kcal_mol=30.9 e_lumo_ev=1.296 homo_lumo_gap_ev=6.6 total_charge=-1
Au -0.627 0.572 0.013 0.159 -0.387 -0.156
C 3.818 -1.640 2.683 -0.049 0.005 -0.039
C 3.737 -0.261 2.036 -0.074 -0.034 -0.012
C 3.014 -0.338 0.675 -0.017 -0.054 0.058
C 1.983 -1.489 0.632 -0.023 0.064 0.084
C 1.357 -1.640 2.027 0.105 0.012 -0.028
C 2.407 -2.134 3.039 0.012 0.043 -0.041
P 0.686 -1.142 -0.628 -0.031 0.058 0.260
C 1.534 -0.777 -2.224 0.064 0.005 0.017
C 2.034 0.666 -2.379 0.032 -0.028 -0.044
C 2.267 0.962 -3.870 0.004 -0.052 0.023
C 2.842 -0.258 -4.621 -0.024 0.005 0.077
C 3.601 -1.171 -3.660 -0.043 0.038 0.012
C 2.639 -1.778 -2.625 0.004 0.046 -0.040
C -0.185 -2.734 -0.990 -0.022 -0.023 0.110
C -1.484 -2.853 -0.164 0.046 -0.041 0.004
C -2.075 -4.251 -0.316 0.080 -0.010 0.005
C -1.145 -5.318 0.298 0.015 0.039 -0.017
C 0.321 -4.858 0.325 -0.055 0.044 -0.039
C 0.661 -4.034 -0.916 -0.128 0.017 0.029
H 4.450 -1.621 3.573 -0.011 0.003 -0.005
H 4.293 -2.335 1.981 0.002 0.011 0.022
H 4.732 0.169 1.900 -0.017 0.007 -0.006
H 3.194 0.414 2.705 0.024 -0.028 -0.032
H 3.746 -0.473 -0.125 -0.022 -0.010 0.018
H 2.500 0.609 0.485 0.019 0.002 -0.006
H 2.489 -2.424 0.375 0.019 -0.016 -0.011
H 0.504 -2.317 2.017 -0.019 0.009 0.002
H 0.963 -0.665 2.323 0.001 0.015 -0.003
H 2.396 -3.227 3.087 0.009 0.006 -0.009
H 2.134 -1.774 4.035 -0.005 -0.025 -0.016
H 0.698 -0.882 -2.926 -0.016 -0.007 -0.044
H 2.970 0.790 -1.830 -0.026 -0.003 -0.006
H 1.329 1.381 -1.952 -0.008 -0.006 0.001
H 2.946 1.813 -3.962 -0.009 -0.016 0.005
H 1.324 1.267 -4.330 0.024 0.000 0.006
H 3.489 0.066 -5.438 -0.011 0.009 -0.005
H 2.032 -0.834 -5.081 0.016 0.015 0.011
H 4.376 -0.588 -3.152 -0.012 -0.018 -0.011
H 4.115 -1.969 -4.199 -0.002 0.004 0.004
H 3.208 -2.098 -1.747 -0.004 0.007 -0.015
H 2.179 -2.677 -3.044 -0.008 -0.012 0.021
H -0.493 -2.589 -2.030 -0.024 -0.007 -0.064
H -2.192 -2.089 -0.488 0.010 0.002 0.014
H -1.291 -2.650 0.894 -0.010 0.004 -0.023
H -2.223 -4.451 -1.382 0.006 -0.005 0.010
H -3.062 -4.295 0.145 0.001 0.002 -0.007
H -1.222 -6.244 -0.277 -0.010 0.003 0.015
H -1.469 -5.556 1.314 0.011 0.014 -0.018
H 0.985 -5.723 0.391 0.010 -0.005 0.008
H 0.511 -4.258 1.219 -0.004 -0.027 -0.026
H 0.451 -4.641 -1.803 -0.006 0.018 0.013
H 1.728 -3.821 -0.947 0.030 0.009 -0.028
N -2.754 1.194 -1.031 0.086 0.279 0.223
C -4.008 0.886 -0.403 0.163 -0.049 0.002
C -4.907 0.034 -1.026 -0.034 -0.095 -0.036
C -6.087 -0.322 -0.385 0.017 0.061 0.155
C -6.377 0.182 0.877 0.076 0.030 -0.162
C -5.469 1.033 1.497 0.003 -0.038 -0.030
C -4.283 1.380 0.865 0.013 0.018 0.075
S -7.945 -0.215 1.660 0.014 0.006 0.021
O -8.243 -1.562 1.196 -0.003 -0.053 -0.039
O -7.667 -0.112 3.084 0.007 0.014 0.060
O -8.848 0.805 1.149 -0.025 0.015 -0.004
H -2.527 2.183 -1.001 -0.144 0.013 -0.035
H -2.743 0.894 -1.995 0.001 0.000 -0.050
H -4.676 -0.361 -2.013 -0.031 0.017 0.035
H -6.794 -1.001 -0.845 0.014 0.021 -0.012
H -5.697 1.397 2.492 0.006 -0.014 -0.065
H -3.549 2.012 1.358 -0.044 -0.017 -0.007
O -0.651 2.365 1.479 -0.015 0.001 -0.300
C -0.136 3.223 0.698 -0.077 -0.128 -0.045
O 0.041 3.055 -0.525 -0.023 0.213 0.120
C 0.306 4.525 1.323 0.009 -0.042 0.046
C 0.045 4.792 2.661 -0.017 0.056 0.050
C 0.474 5.982 3.238 -0.015 -0.067 -0.009
C 1.176 6.907 2.484 -0.003 0.109 0.092
C 1.424 6.620 1.155 -0.166 0.175 -0.158
C 1.001 5.449 0.558 -0.032 0.010 -0.137
N 2.177 7.604 0.345 0.783 -0.645 0.378
O 2.424 7.316 -0.807 -0.294 0.144 -0.219
O 2.622 8.581 0.915 -0.291 0.272 -0.019
H -0.500 4.054 3.235 0.022 0.012 -0.010
H 0.263 6.189 4.278 0.002 -0.007 0.003
H 1.530 7.837 2.905 -0.014 -0.005 -0.004
H 1.197 5.245 -0.484 0.005 -0.004 0.000



64
Properties=species:S:1:pos:R:3:forces:R:3 method="wB97M-V/def2-TZVPD" homo_energy_ev="-16.63 / -16.70" de_lowest_kcal_mol=49.3 e_lumo_ev="-12.558 / -12.575" homo_lumo_gap_ev="4.1 / 4.1" total_charge=+3
Pd 0.200 0.599 -0.367 0.499 1.936 -0.552
Cl -1.132 2.909 1.915 -0.367 0.222 0.792
C -1.691 3.063 0.316 0.294 -0.159 -0.026
C -1.069 2.277 -0.646 -0.607 -0.544 0.436
C -1.518 2.356 -1.957 -0.163 0.173 0.578
Cl -0.630 1.378 -3.047 0.266 -0.471 -0.542
C -2.606 3.146 -2.339 0.244 0.017 0.517
Cl -3.182 3.142 -3.941 0.199 -0.073 0.047
C -3.224 3.940 -1.344 0.206 -0.037 -0.106
Cl -4.517 4.960 -1.774 0.178 -0.226 0.096
C -2.764 3.905 -0.009 0.169 -0.248 -0.334
Cl -3.551 4.829 1.190 0.155 -0.100 -0.042
C 4.206 -2.030 -1.809 -0.030 0.005 -0.053
C 3.853 -0.909 -2.543 -0.170 0.100 0.101
C 2.797 -0.122 -2.098 0.280 0.087 -0.423
N 2.131 -0.420 -0.992 -1.374 -0.256 0.895
C 2.473 -1.484 -0.269 0.534 -0.556 0.061
C 3.504 -2.325 -0.649 -0.197 0.165 0.165
H 5.017 -2.668 -2.134 0.026 0.000 -0.030
H 4.369 -0.649 -3.453 0.077 0.082 -0.063
H 2.491 0.769 -2.638 -0.013 -0.069 -0.016
H 1.907 -1.665 0.642 0.158 -0.019 -0.137
H 3.743 -3.189 -0.048 0.068 -0.061 0.054
C -1.356 -2.218 1.736 0.839 0.769 0.292
P -1.058 -1.393 0.139 -1.448 -1.132 -1.412
C -2.678 -0.736 -0.359 1.195 0.227 0.388
C -3.277 0.177 0.520 -0.201 0.128 0.272
C -4.523 0.695 0.232 0.210 -0.040 0.246
C -5.167 0.318 -0.940 0.028 -0.044 -0.068
C -4.570 -0.580 -1.817 0.160 -0.214 -0.088
C -3.316 -1.099 -1.544 -0.075 -0.107 -0.459
C -0.469 -2.614 -1.057 0.183 0.945 0.386
C -0.073 -2.142 -2.318 -0.124 0.115 -0.135
C 0.507 -3.000 -3.232 -0.017 0.241 0.012
C 0.701 -4.336 -2.902 -0.046 0.062 0.097
C 0.300 -4.811 -1.660 -0.093 -0.048 0.138
C -0.260 -3.953 -0.728 0.021 -0.223 0.182
H -2.130 -2.977 1.608 -0.018 0.091 -0.327
H -1.709 -1.478 2.454 -0.041 -0.029 0.063
H -0.443 -2.674 2.117 -0.001 -0.010 0.009
H -2.769 0.454 1.435 -0.038 0.128 0.057
H -5.005 1.370 0.921 -0.018 0.088 0.082
H -6.145 0.713 -1.167 -0.134 0.058 -0.029
H -5.097 -0.893 -2.705 -0.008 -0.028 -0.095
H -2.866 -1.815 -2.216 0.019 -0.013 -0.077
H -0.222 -1.094 -2.565 0.036 -0.249 -0.083
H 0.825 -2.624 -4.193 -0.031 -0.002 -0.099
H 1.167 -5.008 -3.607 0.006 -0.048 -0.079
H 0.428 -5.857 -1.419 -0.004 -0.023 0.055
H -0.554 -4.338 0.235 0.001 -0.089 0.141
C 1.173 1.654 4.408 0.123 0.077 -0.176
As 2.591 2.126 3.159 -0.053 -0.425 0.792
C 4.083 0.908 3.475 -0.144 0.130 -0.090
C 3.222 3.927 3.521 -0.109 0.028 -0.203
S 1.973 1.938 1.077 -0.414 -0.311 -0.956
H 1.558 1.797 5.418 0.036 0.014 -0.034
H 0.888 0.610 4.273 0.137 0.074 -0.065
H 0.304 2.292 4.258 0.121 0.057 -0.010
H 4.517 1.146 4.449 -0.093 0.064 -0.026
H 4.845 1.041 2.706 -0.144 0.089 0.013
H 3.747 -0.130 3.479 -0.120 0.174 -0.047
H 3.645 3.935 4.528 -0.045 -0.163 -0.039
H 2.409 4.650 3.467 -0.056 -0.178 -0.050
H 3.997 4.208 2.806 -0.068 -0.156 0.001